1.
{
  "formula": "C30H27Cl2F4LaN10S",
  "method": "wB97M-V/def2-TZVPD",
  "symbols": ["La", "Cl", "Cl", "S", "F", "F", "F", "F", "N", "N", "N", "N", "N", "N", "N", "N", "N", "N", "C", "C", "C", "C", "C", "C", "C", "C", "C", "C", "C", "C", "C", "C", "C", "C", "C", "C", "C", "C", "C", "C", "C", "C", "C", "C", "C", "C", "C", "C", "H", "H", "H", "H", "H", "H", "H", "H", "H", "H", "H", "H", "H", "H", "H", "H", "H", "H", "H", "H", "H", "H", "H", "H", "H", "H", "H"],
  "coordinates": [[-19.03, 1.93, -6.13], [-21.39, 4.06, -6.63], [-20.32, 3.16, -1.29], [-19.31, 4.05, -4.06], [-19.78, -0.21, -2.44], [-16.93, 1.90, 0.81], [-14.92, 1.67, -0.76], [-18.13, 0.54, -4.27], [-16.77, 2.78, -5.81], [-18.39, 0.09, 2.87], [-17.97, 1.52, -8.35], [-21.70, -0.10, -0.02], [-22.64, 0.40, -8.14], [-15.65, 0.98, -8.27], [-20.35, 0.15, -7.29], [-22.24, -0.81, -6.29], [-12.98, 1.91, -3.78], [-16.18, 2.96, -9.03], [-16.90, 4.12, -9.55], [-22.51, 1.16, -9.35], [-22.61, 2.46, -2.50], [-17.66, 0.70, -2.94], [-21.36, 3.03, -2.65], [-14.34, 1.64, -8.36], [-23.95, 0.10, -7.60], [-16.13, 2.37, -4.88], [-23.08, 2.91, -4.79], [-20.89, 3.52, -3.92], [-21.65, -0.12, -7.30], [-14.73, 3.03, -8.89], [-23.50, 2.47, -3.58], [-14.14, 1.91, -3.69], [-18.59, 0.33, -2.01], [-21.54, -1.05, -5.07], [-18.35, 0.61, -0.63], [-16.38, 1.25, -2.70], [-21.80, 3.41, -5.02], [-19.47, -0.47, -8.32], [-20.63, 0.19, 0.24], [-19.27, 0.32, 0.48], [-16.71, 1.81, -8.57], [-16.12, 1.44, -1.31], [-18.60, 0.49, -9.10], [-15.87, -0.27, -7.51], [-15.53, 1.91, -3.73], [-18.77, 0.19, 1.76], [-23.68, -0.65, -6.27], [-17.13, 1.30, -0.35], [-16.93, -0.54, -7.74], [-18.83, -1.22, -7.81], [-13.86, 1.61, -7.38], [-22.81, 2.18, -9.10], [-14.44, 3.86, -8.21], [-17.80, 3.90, -10.05], [-21.73, -0.23, -4.43], [-20.43, -1.15, -5.19], [-21.87, -1.99, -4.58], [-20.15, -0.97, -9.08], [-15.14, -1.00, -7.85], [-24.24, -1.64, -6.26], [-13.62, 1.07, -9.02], [-17.85, -0.10, -9.74], [-22.83, 1.98, -1.52], [-24.52, 2.21, -3.46], [-17.18, 4.82, -8.75], [-23.79, 3.08, -5.62], [-15.78, -0.10, -6.44], [-24.05, -0.05, -5.40], [-24.57, -0.48, -8.31], [-16.23, 4.65, -10.26], [-24.61, 1.02, -7.43], [-21.49, 1.12, -9.71], [-23.21, 0.85, -10.14], [-19.30, 1.05, -9.77], [-14.30, 3.19, -9.94]],
  "total_energy_ev": -94040.2813,
  "homo_ha": -0.477,
  "gap_ev": 3.4,
  "charge": 2
}



2.
{
  "formula": "C30H27ClN4OPRbS3Sb",
  "method": "wB97M-V/def2-TZVPD",
  "symbols": ["Sb", "Rb", "Cl", "S", "S", "S", "P", "O", "N", "N", "N", "N", "C", "C", "C", "C", "C", "C", "C", "C", "C", "C", "C", "C", "C", "C", "C", "C", "C", "C", "C", "C", "C", "C", "C", "C", "C", "C", "C", "C", "C", "C", "H", "H", "H", "H", "H", "H", "H", "H", "H", "H", "H", "H", "H", "H", "H", "H", "H", "H", "H", "H", "H", "H", "H", "H", "H", "H", "H"],
  "coordinates": [[2.64, -2.17, -3.14], [-0.29, -1.14, -0.52], [-3.52, -2.50, 2.28], [2.43, -3.05, -0.99], [4.83, -1.75, -3.79], [1.26, -0.28, -3.34], [-2.17, 2.09, -0.05], [1.51, 3.14, 1.22], [0.80, -0.94, 2.71], [2.46, 1.02, 1.01], [0.30, 3.23, 0.61], [2.77, 0.22, 3.19], [4.70, -0.33, 0.09], [-0.29, -1.59, 3.13], [-2.28, 2.45, 1.74], [-6.35, 0.41, -1.14], [1.65, -0.48, 3.62], [4.30, -0.43, 1.41], [-6.17, 0.97, 0.11], [-2.40, 6.43, -1.77], [-4.06, 0.91, -1.67], [-2.93, 3.77, 3.66], [-4.95, 1.51, 0.48], [-1.19, 4.71, -0.56], [-0.58, -1.83, 4.46], [-3.39, 4.27, -1.42], [-1.75, 1.70, 3.98], [3.17, 0.26, 1.83], [-5.28, 0.38, -2.04], [-3.88, 1.50, -0.41], [0.06, 4.39, 0.14], [-2.36, 2.83, 4.50], [-2.90, 3.58, 2.28], [3.95, 0.45, -0.78], [-1.28, 6.00, -1.08], [2.83, 1.09, -0.27], [-3.46, 5.55, -1.94], [-2.27, 3.81, -0.72], [-3.20, -2.01, 0.44], [1.45, -0.68, 5.00], [-1.71, 1.52, 2.60], [0.33, -1.36, 5.41], [-1.22, 0.65, 2.19], [-3.63, -2.89, -0.05], [3.54, 0.16, 3.84], [-0.44, 6.67, -0.94], [-1.30, 0.96, 4.62], [2.20, 1.67, -0.93], [4.83, -1.07, 2.11], [-4.35, 5.86, -2.48], [-2.39, 2.98, 5.58], [-3.34, 4.32, 1.62], [-5.40, -0.08, -3.01], [-7.30, -0.02, -1.42], [5.55, -0.88, -0.28], [2.17, -0.28, 5.71], [0.81, 5.17, 0.24], [-4.82, 1.93, 1.47], [1.67, 2.17, 1.34], [4.19, 0.51, -1.83], [-3.41, 4.65, 4.06], [-0.98, -1.94, 2.37], [-2.45, 7.43, -2.16], [-3.21, 0.84, -2.35], [-6.99, 0.97, 0.82], [-1.48, -2.35, 4.72], [-4.23, 3.60, -1.56], [0.15, -1.52, 6.47], [-3.99, -1.24, 0.35]],
  "e_above_lowest_kcal_mol": 37.85,
  "total_energy_ev": -101066.9055,
  "homo_ha": [-0.030, -0.063],
  "gap_ev": [4.6, 5.5],
  "s_squared": 0.760,
  "charge": -2,
  "spin_multiplicity": 2
}



3.
{
  "formula": "C30H27F6NO4RbS",
  "method": "wB97M-V/def2-TZVPD",
  "symbols": ["Rb", "S", "F", "F", "F", "F", "F", "F", "O", "O", "O", "O", "N", "C", "C", "C", "C", "C", "C", "C", "C", "C", "C", "C", "C", "C", "C", "C", "C", "C", "C", "C", "C", "C", "C", "C", "C", "C", "C", "C", "C", "C", "C", "H", "H", "H", "H", "H", "H", "H", "H", "H", "H", "H", "H", "H", "H", "H", "H", "H", "H", "H", "H", "H", "H", "H", "H", "H", "H", "H"],
  "coordinates": [[-0.02, 0.22, -0.05], [0.05, 1.85, 2.80], [0.96, 2.59, -3.89], [1.62, 1.50, -5.63], [0.14, -1.40, -4.86], [-0.41, 1.27, -4.91], [2.24, -1.13, -5.31], [1.64, -2.09, -3.47], [-2.33, -1.52, 0.55], [-3.51, 7.58, 3.42], [0.44, 0.18, -2.52], [-5.04, 6.15, 4.15], [-1.96, 2.38, -0.58], [1.03, -1.87, 2.50], [-3.40, 4.28, -0.35], [0.55, -2.80, 1.59], [-1.01, 3.17, 3.13], [-1.96, 2.58, -1.90], [-3.40, 4.47, -1.72], [-1.65, 5.50, 2.87], [-3.48, -1.52, 0.19], [-2.21, 2.98, 3.84], [1.30, 0.26, -3.54], [2.39, -2.32, 0.12], [2.20, -1.17, 2.22], [-3.11, 4.00, 4.04], [-0.75, 4.48, 2.67], [-2.85, -0.87, -2.11], [2.74, 0.56, -3.06], [-5.17, -1.30, -1.66], [1.23, -3.02, 0.40], [-5.48, -1.00, -2.98], [1.32, -1.08, -4.30], [-3.78, 6.43, 3.70], [2.88, -1.40, 1.04], [-2.86, 5.29, 3.54], [-4.59, -1.82, 1.19], [-4.48, -0.63, -3.86], [-2.66, 3.60, -2.51], [-3.16, -0.56, -3.43], [-2.67, 3.22, 0.18], [-3.85, -1.24, -1.22], [0.87, 1.39, -4.50], [-1.81, -0.80, -1.81], [2.89, -2.45, -0.83], [2.70, 1.45, -2.44], [-4.72, -0.39, -4.89], [2.53, -0.40, 2.91], [-5.13, 5.20, 4.24], [-4.00, 3.77, 4.61], [-1.43, 6.49, 2.49], [0.82, -3.70, -0.34], [3.46, 0.71, -3.87], [3.07, -0.28, -2.45], [-5.97, -1.57, -0.98], [-1.34, 1.89, -2.47], [-2.36, -0.27, -4.10], [-5.14, -2.71, 0.89], [-2.43, 1.99, 4.23], [0.47, -1.64, 3.39], [-4.14, -1.97, 2.17], [-2.62, 3.71, -3.59], [-3.96, 5.28, -2.16], [3.77, -0.82, 0.81], [-6.51, -1.04, -3.32], [-3.95, 4.93, 0.32], [0.16, 4.66, 2.13], [-5.29, -0.99, 1.22], [-2.63, 3.04, 1.24], [-0.39, -3.30, 1.78]],
  "e_above_lowest_kcal_mol": 0.00,
  "total_energy_ev": -69029.1335,
  "homo_ha": -0.156,
  "gap_ev": 6.2,
  "charge": -1
}



4.
{
  "formula": "C30H27FeO3",
  "method": "wB97M-V/def2-TZVPD",
  "symbols": ["Fe", "O", "O", "O", "C", "C", "C", "C", "C", "C", "C", "C", "C", "C", "C", "C", "C", "C", "C", "C", "C", "C", "C", "C", "C", "C", "C", "C", "C", "C", "C", "C", "C", "C", "H", "H", "H", "H", "H", "H", "H", "H", "H", "H", "H", "H", "H", "H", "H", "H", "H", "H", "H", "H", "H", "H", "H", "H", "H", "H", "H"],
  "coordinates": [[-2.39, -0.89, -1.43], [-0.44, 0.07, -3.45], [-2.24, -3.56, -2.72], [-0.13, 0.63, 9.28], [1.70, -0.29, 7.95], [-0.58, -3.73, 0.39], [3.99, -2.25, 4.67], [5.18, -2.72, 4.12], [-0.01, -0.31, 5.75], [-1.83, -0.57, 10.49], [2.14, -0.79, 6.73], [-2.20, -1.65, 11.29], [1.56, -1.47, 4.31], [-4.39, -1.09, -1.60], [-1.22, -2.45, 11.88], [-3.97, 0.15, -2.17], [5.27, -3.04, 2.75], [-3.32, 0.91, -1.14], [2.96, -2.33, 2.47], [0.14, -2.15, 11.70], [4.14, -2.84, 1.94], [-0.43, 0.26, 6.93], [-3.36, 0.15, 0.07], [0.40, 0.20, 8.06], [1.27, -0.92, 5.59], [-0.97, -1.92, 2.12], [-1.28, -0.14, -2.68], [-4.03, -1.08, -0.21], [-2.39, -2.53, -2.18], [2.81, -2.02, 3.88], [0.51, -1.08, 10.88], [-0.76, -1.27, -0.29], [-0.47, -0.34, 10.24], [-0.75, -2.28, 0.81], [-1.54, -4.28, 0.36], [-5.02, -1.83, -2.10], [-4.26, -1.88, 0.51], [0.10, -4.24, 1.10], [3.99, -2.09, 5.76], [-1.17, -2.70, 2.85], [-4.19, 0.50, -3.18], [1.56, -0.84, 10.73], [0.91, -2.75, 12.19], [-0.16, -3.79, -0.63], [-0.67, -0.30, 4.88], [0.79, -1.38, 3.55], [3.19, -1.06, 6.71], [-0.06, -1.58, -1.09], [-0.53, -0.25, 0.06], [-1.51, -3.28, 12.52], [6.19, -3.45, 2.34], [-1.42, 0.70, 7.02], [-2.93, 1.93, -1.25], [-2.56, 0.08, 10.03], [-3.27, -1.87, 11.43], [-2.99, 0.48, 1.04], [2.09, -2.12, 1.84], [4.18, -3.10, 0.88], [-1.33, -0.93, 2.37], [6.06, -2.87, 4.76], [2.35, -0.27, 8.83]],
  "e_above_lowest_kcal_mol": 0.00,
  "total_energy_ev": -72072.6212,
  "homo_ha": [-0.051, -0.145],
  "gap_ev": [3.7, 5.2],
  "s_squared": 6.166,
  "charge": -1,
  "spin_multiplicity": 5
}



Max |F| in eV/Å, matching the order above: 4.98, 2.58, 0.79, 4.41